This record from the Open Molecules 2025 dataset describes a 2-piece molecular cluster, C12H22BFO3 overall. The level of theory is wB97M-V/def2-TZVPD.

Output
E_LUMO in eV: -1.0
E_tot in Eh: -820.7040
Highest occupied orbital energy in eV: -8.9

Each line ends with the Löwdin charge.
Geometry (Å):
C  4.4101  -2.5294  0.9482  0.021
C  4.1223  -1.4741  -0.0111  -0.067
C  5.1440  -0.2604  -0.0559  -0.376
O  6.3537  -0.5404  -0.2817  0.073
O  4.8318  1.1148  0.0773  -0.066
C  3.9085  1.3800  1.1601  -0.180
C  2.6377  2.2096  0.5699  -0.165
C  2.0182  1.5749  -0.7616  -0.189
C  0.8645  0.4561  -0.5185  -0.198
C  0.7837  -0.1076  0.9728  -0.219
C  -0.3680  -1.1949  1.2430  -0.154
B  -1.2434  -1.6218  -0.0449  -0.157
F  -2.3808  -0.8294  -0.4633  0.001
H  4.7307  -3.5362  0.5222  0.078
H  4.3499  -2.2996  2.0739  0.082
H  3.1855  -1.5280  -0.6579  0.108
H  4.4447  2.1087  1.8791  0.137
H  3.6044  0.4740  1.7774  0.112
H  1.8713  2.4641  1.3819  0.112
H  3.0902  3.2280  0.2577  0.118
H  2.8117  1.1426  -1.4757  0.111
H  1.5289  2.4429  -1.3464  0.113
H  -0.1325  1.0001  -0.7350  0.123
H  1.0759  -0.3650  -1.3050  0.114
H  1.7784  -0.5809  1.3205  0.089
H  0.5976  0.7548  1.7175  0.113
H  0.0271  -2.1600  1.7242  0.103
H  -1.1118  -0.7444  2.0069  0.114
H  -1.0563  -2.6066  -0.6923  0.066
C  -7.4077  0.2933  -1.5614  -0.031
C  -6.0899  0.8026  -1.0387  -0.501
O  -5.8977  1.9910  -0.8616  0.061
C  -5.0204  -0.2155  -0.7441  -0.038
H  -8.0812  1.1367  -1.7286  0.081
H  -7.2556  -0.2265  -2.5097  0.084
H  -7.8628  -0.3786  -0.8305  0.083
H  -4.7621  -0.7578  -1.6558  0.089
H  -5.3702  -0.9097  0.0234  0.090
H  -4.1307  0.2926  -0.3761  0.065